Formula: C8H11N
Source: OMol25
Level of theory: ωB97M-V/def2-TZVPD

Summary:
Frontier orbital gap ... 9.638 eV
Charge ... 0
Relative energy (zero: lowest compared OMol25 entry of this formula, charge and spin) ... 8.717 eV
HOMO ... -9.0 eV
LUMO ... 0.0217 Ha

```
20
Properties=species:S:1:pos:R:3:lowdin_charge:R:1
C -1.16 0.57 -2.02 -0.131
C -1.22 0.39 -0.60 -0.392
C -2.13 0.22 0.40 0.035
C 0.20 -0.02 -0.09 -0.559
C 0.97 1.07 0.38 -0.063
C 0.34 -1.32 0.59 -0.270
C 1.27 -1.33 1.66 -0.168
C 2.04 -1.45 2.49 0.051
H -2.33 0.92 -2.15 0.109
H -1.25 -0.48 -2.67 0.112
H -0.19 1.11 -2.98 0.215
H -1.85 0.29 1.59 0.138
H -3.24 0.39 0.32 0.062
H 2.01 0.95 0.69 0.079
H 1.21 1.66 -0.52 0.073
H 0.08 1.92 0.84 0.190
H 1.93 -1.02 -0.82 0.156
H -0.46 -1.87 0.49 0.087
H 2.97 -0.84 3.20 0.163
N 0.82 -1.17 -0.81 0.114
```

Formula: C2H8N2O
Source: OMol25
Level of theory: ωB97M-V/def2-TZVPD

Summary:
SMILES string ... N/C=C/N.O
Frontier orbital gap ... 7.540 eV
Charge ... 0
Relative energy (zero: lowest compared OMol25 entry of this formula, charge and spin) ... 2.171 eV
HOMO ... -6.7 eV
LUMO ... 0.0311 Ha

```
13
Properties=species:S:1:pos:R:3:lowdin_charge:R:1
N 1.13 -1.32 1.43 0.020
C 0.40 -0.85 0.38 -0.280
C -0.73 -1.31 -0.17 -0.232
N -1.44 -0.58 -1.20 -0.001
H 2.08 -1.04 1.65 0.086
H 0.74 -2.12 1.89 0.075
H 0.99 -0.22 -0.30 0.118
H -1.15 -2.25 0.24 0.100
H -1.38 0.41 -0.98 0.062
H -2.32 -0.99 -1.42 0.052
O 0.72 3.06 -0.45 -0.065
H 1.03 3.77 -1.03 0.032
H -0.06 3.44 -0.05 0.033
```

Formula: C3H4ClF
Source: OMol25
Level of theory: ωB97M-V/def2-TZVPD

Summary:
SMILES string ... C=C(F)CCl
Frontier orbital gap ... 10.612 eV
Charge ... 0
Relative energy (zero: lowest compared OMol25 entry of this formula, charge and spin) ... 2.288 eV
HOMO ... -9.8 eV
LUMO ... 0.0307 Ha

```
9
Properties=species:S:1:pos:R:3:lowdin_charge:R:1
C 0.41 -0.85 -1.35 0.097
C 0.26 0.11 -0.36 -0.473
F 0.31 1.35 -0.61 0.053
C -0.24 0.39 1.05 -0.463
Cl -1.26 -1.05 1.73 0.435
H 0.81 -0.24 -2.32 0.135
H 0.03 -1.75 -1.22 -0.010
H -0.88 1.41 1.27 0.142
H 0.57 0.63 1.80 0.084
```

Formula: C31H55BrNOsP3
Source: OMol25
Level of theory: ωB97M-V/def2-TZVPD

Summary:
Frontier orbital gap (alpha / beta) ... 5.833 / 4.809 eV
Charge ... +4
Relative energy (zero: lowest compared OMol25 entry of this formula, charge and spin) ... 0.000 eV
HOMO (alpha / beta) ... -17.7 / -18.5 eV
2S+1 ... 5
LUMO (alpha / beta) ... -0.4350 / -0.5037 Ha

```
92
Properties=species:S:1:pos:R:3:lowdin_charge:R:1
N -4.08 -7.12 -6.67 0.180
C -4.68 -7.11 -5.47 0.018
C -4.20 -6.34 -4.41 0.104
C -3.10 -5.48 -4.61 -0.149
C -2.49 -5.50 -5.89 0.104
C -3.02 -6.36 -6.88 0.017
C -2.64 -4.60 -3.54 -0.001
Os 0.55 -0.64 0.84 0.773
P -0.31 6.42 0.40 1.233
C -1.92 -3.46 -3.70 -0.001
C -1.56 -2.60 -2.61 -0.179
C -1.17 -1.25 -2.81 0.015
C -0.88 -0.42 -1.74 -0.074
C -0.90 -0.98 -0.44 -0.333
C -1.47 -2.25 -0.20 -0.065
C -1.69 -3.09 -1.28 0.009
Br -0.20 1.78 1.09 0.298
H -3.03 -4.87 -2.56 0.118
H -1.67 -3.10 -4.71 0.132
H -4.71 -6.40 -3.45 0.152
H -1.61 -4.89 -6.11 0.141
H -5.56 -7.74 -5.35 0.162
H -2.55 -6.41 -7.86 0.159
H -1.14 -0.88 -3.84 0.140
H -1.99 -4.12 -1.12 0.125
H -0.60 0.63 -1.88 0.104
H -1.69 -2.60 0.81 0.087
P 2.35 0.11 -0.23 0.771
C -1.92 5.52 0.58 -0.372
C -3.10 6.43 0.25 -0.133
H -1.97 5.17 1.62 0.092
H -1.88 4.65 -0.09 0.086
H -4.02 6.00 0.65 0.090
H -2.98 7.43 0.68 0.082
H -3.23 6.54 -0.83 0.084
C 0.23 5.90 -1.29 -0.368
C 1.19 6.92 -1.90 -0.135
H -0.68 5.81 -1.89 0.094
H 0.70 4.91 -1.19 0.083
H 1.24 6.78 -2.98 0.089
H 0.85 7.95 -1.71 0.082
H 2.20 6.82 -1.49 0.081
C 0.83 5.44 1.46 -0.388
C 1.01 6.09 2.83 -0.134
H 1.80 5.40 0.93 0.093
H 0.43 4.42 1.53 0.006
H 1.86 5.65 3.35 0.086
H 1.18 7.17 2.75 0.084
H 0.12 5.93 3.46 0.083
C 3.76 0.43 0.91 -0.326
C 4.99 -0.45 0.74 -0.101
H 3.34 0.34 1.93 0.058
H 4.02 1.49 0.76 0.100
H 4.80 -1.50 1.02 0.079
H 5.38 -0.44 -0.29 0.088
H 5.79 -0.08 1.39 0.105
C 2.30 1.53 -1.37 -0.387
C 2.36 1.24 -2.87 -0.114
H 3.12 2.19 -1.07 0.094
H 1.37 2.06 -1.11 0.005
H 3.35 0.86 -3.17 0.095
H 1.60 0.52 -3.19 0.057
H 2.19 2.18 -3.42 0.095
C 2.74 -1.43 -1.16 -0.338
C 2.30 -2.59 -0.28 -0.102
H 3.82 -1.42 -1.36 0.094
H 2.21 -1.40 -2.12 0.089
H 1.78 -3.35 -0.88 0.104
H 3.14 -3.05 0.24 0.106
H 1.57 -2.27 0.53 -0.012
C 1.92 0.14 4.76 -0.112
C 1.42 -1.22 4.28 -0.352
P 0.12 -1.21 2.98 0.783
C -0.56 -2.93 2.99 -0.394
C -0.39 -3.78 4.26 -0.113
C -1.26 -0.19 3.69 -0.414
C -2.08 -0.81 4.83 -0.110
H 2.58 0.61 4.02 0.057
H 2.51 0.00 5.67 0.103
H 1.11 0.84 4.98 0.074
H 2.25 -1.80 3.85 0.093
H 1.05 -1.82 5.13 0.096
H -1.63 -2.85 2.76 0.076
H -0.10 -3.45 2.14 0.066
H -0.95 -3.38 5.12 0.080
H -0.78 -4.78 4.06 0.098
H 0.66 -3.88 4.55 0.080
H -0.85 0.78 3.99 0.062
H -1.92 0.02 2.84 0.054
H -1.48 -1.05 5.72 0.087
H -2.83 -0.07 5.14 0.097
H -2.63 -1.71 4.52 0.077
```

Formula: C7H8I2N3
Source: OMol25
Level of theory: ωB97M-V/def2-TZVPD

Summary:
Frontier orbital gap ... 7.270 eV
Charge ... +1
HOMO ... -12.4 eV
LUMO ... -0.1878 Ha

```
20
Properties=species:S:1:pos:R:3:lowdin_charge:R:1
C -2.51 -0.35 -1.40 -0.093
C 0.97 -1.64 0.27 -0.137
C -1.92 -0.87 -2.53 -0.104
C -1.81 -0.48 -0.13 -0.690
C 0.83 -2.00 -1.05 -0.749
C -0.70 0.17 0.08 -0.161
C 1.52 0.77 1.14 0.045
N -0.62 -1.03 -2.79 0.087
N 0.35 -1.43 -2.16 -0.008
N 0.51 -0.33 0.84 -0.112
I -2.64 -1.68 1.44 0.963
I 1.79 -3.78 -1.66 1.001
H -3.57 0.06 -1.36 0.146
H 1.59 -2.26 0.96 0.118
H -2.46 -1.05 -3.48 0.139
H -0.39 1.00 -0.48 0.127
H 2.26 0.86 0.42 0.083
H 0.91 1.71 1.19 0.124
H 2.12 0.59 2.03 0.112
H 0.05 -0.58 1.71 0.109
```

Formula: C4H13BO3Si
Source: OMol25
Level of theory: ωB97M-V/def2-TZVPD

Summary:
SMILES string ... C[Si](C)(C)COB(O)O
Frontier orbital gap ... 9.919 eV
Charge ... 0
HOMO ... -9.4 eV
LUMO ... 0.0188 Ha

```
22
Properties=species:S:1:pos:R:3:lowdin_charge:R:1
C -2.45 0.65 -1.29 -0.171
Si -0.98 -0.13 -0.18 0.650
C -1.57 -0.62 1.55 -0.128
C -0.33 -1.57 -1.28 -0.158
C 0.36 1.22 -0.31 -0.142
O 1.79 0.55 -0.29 0.038
B 2.60 0.47 0.77 -1.015
O 2.14 0.55 2.04 0.184
O 3.82 0.04 0.60 0.273
H -2.86 -0.30 -1.78 0.039
H -3.01 1.01 -0.55 -0.060
H -2.04 1.31 -2.12 0.046
H -2.56 -0.36 1.69 0.006
H -1.37 -1.61 1.53 -0.012
H -0.96 0.00 2.18 0.033
H 0.72 -1.30 -1.46 0.025
H -0.39 -2.42 -0.62 0.008
H -0.66 -2.00 -2.19 0.012
H 0.32 2.07 0.36 0.083
H 0.36 1.65 -1.32 0.081
H 2.76 0.60 2.81 0.134
H 4.30 0.20 -0.15 0.074
```

no.,E (eV)
1,-9954.407
2,-7230.157
3,-18412.786
4,-134862.977
5,-28047.354
6,-19058.042